8
Properties=species:S:1:pos:R:3:forces:R:3 method="wB97M-V/def2-TZVPD" homo_ev=-10.904 energy_ha=-395.2166 gap_ev=7.9 relative_energy_ev=4.377 smiles="O=C1C=NOC1=O"
O 1.8919 0.8382 0.0624 -6.7 -0.7 -1.2
O -0.9787 -1.1337 0.5721 0.7 1.0 -3.1
O 0.4745 -0.6696 2.0903 0.5 1.8 -1.0
N -1.1359 -0.8123 -0.8193 2.2 6.2 1.9
C -0.4270 0.4680 -0.9511 -3.6 -3.1 -5.3
C 0.1086 -0.3162 1.0004 -1.2 -5.5 5.6
C 0.5968 0.5180 -0.0268 7.9 2.1 1.3
H -0.5302 1.1076 -1.9279 0.2 -1.8 1.9

64
Properties=species:S:1:pos:R:3:forces:R:3 method="wB97M-V/def2-TZVPD" homo_ev="-13.730 / -14.156" energy_ha=-3388.0698 gap_ev="8.0 / 5.3" relative_energy_ev=0.268 s2=2.032 charge=+2 spin_multiplicity=3
Au 0.0462 -0.0824 -0.1803 0.2 0.0 -0.2
Cl -1.1760 -5.5106 0.0676 0.0 0.0 0.0
Cl -2.5859 -0.2891 -0.6486 -0.1 0.2 -0.1
S -0.2679 -2.5846 -0.3298 -0.2 0.4 0.1
P 2.3873 0.4641 0.4344 0.2 0.3 0.6
P 0.4537 2.4150 0.2591 0.5 -0.2 0.8
N 2.1712 2.1131 -0.0011 -0.3 -0.1 0.0
C -4.6503 -3.6245 -0.0528 0.1 0.0 0.0
C 6.7013 -0.8040 -0.2149 0.0 0.0 0.0
C -1.9361 -2.9184 -0.2346 0.6 0.1 -0.1
C 6.3782 0.5433 -0.2966 0.0 0.1 0.0
C 2.9063 -0.0523 4.9377 0.0 -0.1 0.0
C -1.5756 1.8885 3.7217 0.0 0.0 0.0
C -0.9183 2.7231 4.6110 -0.1 -0.1 0.0
C 4.0636 -0.0064 -0.0375 -0.4 -0.1 -0.3
C -2.3440 -4.2775 -0.0369 -0.1 0.0 -0.1
C -2.9678 -1.9510 -0.3510 -0.2 -0.2 0.1
C 0.6743 3.3256 2.9078 0.1 -0.1 0.1
C -4.2911 -2.2877 -0.2638 0.0 0.2 0.0
C 0.0310 2.4666 2.0196 0.0 -0.2 -0.3
C 3.4991 1.0578 2.8898 -0.1 0.1 0.0
C -1.1988 6.0669 -0.2087 0.0 0.0 -0.1
C 0.2864 4.1825 -0.1124 -0.2 -0.3 -0.5
C 5.0578 0.9551 -0.2090 0.0 -0.1 0.0
C 5.7060 -1.7563 -0.0332 0.0 0.0 0.0
C 1.1879 6.3966 -0.2189 0.0 0.1 0.0
C 3.6808 0.8723 4.2475 0.1 0.1 0.0
C -3.6844 -4.6076 0.0613 0.1 -0.1 0.0
C 0.2038 3.4356 4.2035 0.1 0.1 0.1
C -1.0088 4.6974 -0.1526 0.1 -0.1 0.0
C 1.3923 5.0279 -0.1569 0.0 0.0 0.1
C -1.1004 1.7614 2.4254 0.1 -0.1 -0.1
C 4.3829 -1.3619 0.0462 -0.1 0.1 -0.1
C 1.7636 -0.6280 2.9091 -0.1 0.2 -0.1
C 2.3526 2.2209 -1.4822 0.1 0.1 -0.3
C -0.1001 6.9149 -0.2526 0.0 0.0 0.0
C 1.9556 -0.8090 4.2704 0.0 -0.1 0.0
C 2.5199 0.3188 2.2272 -0.3 -0.1 -0.2
H -1.8596 4.0258 -0.1286 0.0 0.1 0.0
H 0.7046 4.0932 4.9020 0.0 0.0 0.0
H 3.5974 -2.0974 0.1793 0.0 0.0 0.1
H 7.1583 1.2818 -0.4229 0.0 0.0 0.0
H -5.6977 -3.8866 0.0072 0.0 0.0 0.0
H 4.1066 1.7708 2.3464 0.0 0.0 0.0
H -2.4590 1.3444 4.0279 0.0 0.0 0.0
H -3.9599 -5.6409 0.2187 0.0 0.0 0.0
H -1.2918 2.8284 5.6208 0.0 0.0 0.0
H 1.3682 -1.5436 4.8048 0.0 0.0 0.0
H 4.8188 2.0095 -0.2472 0.0 0.0 0.0
H 1.0271 -1.2153 2.3708 0.0 0.0 0.1
H 7.7343 -1.1148 -0.2919 0.0 0.0 0.0
H 1.7007 1.5267 -2.0328 0.0 0.0 0.0
H 3.0524 -0.1915 6.0006 0.0 0.0 0.0
H 1.5384 3.8944 2.5882 0.0 0.0 0.0
H -5.0521 -1.5266 -0.3664 0.0 0.0 0.0
H -2.2008 6.4732 -0.2218 0.0 0.0 0.0
H -0.2495 7.9838 -0.3215 0.0 0.0 0.0
H 2.3994 4.6349 -0.1163 0.0 0.0 0.0
H 2.0379 7.0653 -0.2401 0.0 0.0 0.0
H -1.6154 1.1191 1.7185 -0.1 0.0 0.1
H 5.9651 -2.8028 0.0492 0.0 0.0 0.0
H 2.1159 3.2303 -1.8096 0.0 0.0 0.0
H 4.4326 1.4459 4.7733 0.0 0.0 0.0
H 3.3800 1.9977 -1.7548 -0.1 0.0 0.0

87
Properties=species:S:1:pos:R:3:forces:R:3 method="wB97M-V/def2-TZVPD" homo_ev="-8.963 / -8.940" energy_ha=-3002.4724 gap_ev="5.2 / 5.2" relative_energy_ev=2.137 s2=2.031 charge=+1 spin_multiplicity=3
Ti 0.0666 0.1055 0.9446 0.5 -1.1 -0.6
P -2.4224 0.4521 1.1658 -1.6 -0.2 0.0
P 2.3331 -0.9273 0.2334 0.6 -1.3 1.2
O 0.0517 -1.5615 2.6145 0.2 -0.4 0.7
O 0.0504 2.4174 3.0474 0.0 -3.4 -1.9
N -0.4917 -1.4937 -0.3700 -1.0 -0.1 -0.6
N 0.0909 1.7471 -0.3561 0.8 3.1 -6.0
C 3.3163 1.8601 0.6387 -0.2 -0.4 -0.1
C 0.8353 3.5410 -3.3108 -0.4 -0.2 -0.4
C 1.1710 2.7369 -5.5849 -0.3 0.5 0.8
C 4.1630 -2.9595 -0.2853 0.3 -0.4 -0.2
C -3.3387 0.5556 2.8362 -0.1 0.2 -0.1
C 1.9972 -3.6662 0.8580 -0.2 -0.4 -0.1
C -0.1368 -2.9467 -2.2926 -1.0 -0.1 -0.5
C 0.9442 3.7773 -4.6732 0.5 0.2 -0.3
C 0.0693 1.4353 2.3995 0.5 4.9 3.4
C -2.9141 1.1523 -1.5163 0.2 -0.2 -0.3
C 4.0477 0.5770 -1.3837 0.3 0.4 -0.3
C 1.7865 -2.0512 -1.1230 -1.6 5.0 -3.2
C -1.4343 -3.3700 -2.2239 0.4 0.3 -0.1
C 1.1043 1.1590 -3.6865 -0.4 0.4 0.1
C -3.3376 1.5501 -0.0974 0.1 0.1 0.2
C 3.7596 0.4785 0.1118 -0.4 -0.8 -0.7
C -3.2996 2.0038 3.3660 -0.1 0.0 0.2
C -2.8352 -1.2331 0.5496 -0.2 -0.5 0.1
C 3.7383 -2.5645 2.2205 0.3 -0.5 0.4
C 1.2706 1.4406 -5.0678 0.1 0.1 0.5
C 3.1333 -2.6143 0.8180 0.1 0.8 0.7
C -2.2875 -2.8331 -1.2561 -0.3 0.5 0.7
C 5.0017 0.0976 0.9227 0.0 0.0 -0.1
C -4.8015 0.0848 2.7766 -0.3 0.0 0.1
C 0.3292 -2.0623 -1.3210 2.7 0.3 1.6
C -2.8584 2.9889 0.1514 -0.1 0.3 -0.1
C -1.7926 -1.8619 -0.3990 -1.7 -0.6 -0.1
C 0.8130 2.2399 -2.7592 -0.6 1.8 -1.7
C -4.8735 1.4467 -0.0614 -0.2 0.2 0.0
C 0.2137 2.3712 -1.4224 1.4 -6.4 5.3
C -2.6335 -0.3576 3.8481 0.0 0.1 0.1
H -2.6259 -1.4016 3.5186 0.1 0.1 0.1
H -3.0416 -1.9121 1.4015 0.4 0.3 -0.2
H -1.8137 -4.0797 -2.9187 -0.2 -0.5 -0.5
H 5.2113 -2.8650 0.0433 -0.4 -0.1 0.1
H -4.9036 -0.8934 2.2891 0.0 0.2 0.1
H 1.1659 -3.3156 1.4880 0.3 -0.3 -0.1
H 3.7143 -3.5806 2.6542 0.1 0.4 0.0
H 4.1843 2.5391 0.5670 -0.3 -0.2 0.0
H -3.2226 3.4118 1.0952 0.1 -0.1 -0.3
H -3.2239 3.6321 -0.6639 0.1 -0.1 0.2
H -0.4780 -2.3758 2.5828 0.2 0.3 -0.2
H -5.2311 0.4058 -0.0994 0.1 0.3 0.1
H 2.4878 2.2898 0.0669 0.2 -0.1 0.1
H -5.3276 1.9581 0.7978 0.2 -0.2 -0.3
H 3.0264 1.8144 1.6947 0.0 0.0 -0.1
H 0.6980 -1.7178 3.3375 -0.4 0.3 -0.7
H 0.5730 -3.2680 -3.0463 -0.2 -0.2 0.1
H 3.1615 -1.9121 2.8931 0.1 -0.1 -0.1
H 3.9918 -3.9917 -0.6249 0.2 0.2 0.1
H -3.6356 1.9976 4.4153 0.1 0.0 -0.3
H 1.2166 0.1079 -3.4115 -0.3 0.4 0.4
H -3.8292 -1.1798 0.0652 0.6 -0.1 -0.1
H -3.3357 -3.1406 -1.1577 0.5 0.1 -0.2
H -3.9737 2.6759 2.8177 0.2 -0.3 0.1
H 3.1415 0.8291 -1.9554 0.2 -0.2 0.2
H -5.4768 0.7962 2.2888 0.3 -0.3 0.2
H 4.4729 -0.3453 -1.8013 -0.1 0.2 0.1
H 1.2587 2.9580 -6.6614 -0.1 -0.3 0.7
H 4.7561 1.3989 -1.5700 0.0 -0.2 0.0
H -2.2884 2.4236 3.3525 -0.3 0.0 0.0
H -1.7629 3.0267 0.1419 -0.4 0.2 0.1
H -3.3540 1.8816 -2.2203 0.2 -0.3 0.3
H 5.7459 0.9045 0.8314 -0.2 -0.2 -0.1
H 0.8522 4.8091 -4.9949 0.1 -0.1 -0.2
H -5.1622 -0.0230 3.8125 0.1 0.0 -0.3
H 0.6606 4.3733 -2.6265 0.0 -0.1 -0.3
H 5.4763 -0.8279 0.5824 -0.2 0.2 0.1
H 1.5883 -3.8864 -0.1353 0.2 0.1 0.5
H -5.2764 1.9402 -0.9631 0.2 -0.1 0.3
H -3.2664 0.1545 -1.8136 0.0 0.2 0.1
H -1.8295 1.1784 -1.6436 -0.3 -0.1 -0.1
H 1.4713 0.6474 -5.7991 -0.1 0.1 0.7
H 2.3608 -4.6366 1.2253 0.2 0.4 0.3
H 2.2486 -1.5883 -2.0500 -0.2 -1.4 0.3
H 4.0557 -2.3536 -1.1984 0.1 -0.3 0.5
H -1.6172 -0.0299 4.0789 0.0 -0.1 -0.1
H 4.7487 0.0190 1.9865 0.1 -0.1 -0.2
H 4.7848 -2.2374 2.2289 -0.3 0.0 0.0
H -3.2069 -0.3269 4.7862 0.2 0.0 -0.2

13
Properties=species:S:1:pos:R:3:forces:R:3 method="wB97M-V/def2-TZVPD" homo_ev=-8.747 energy_ha=-286.5319 gap_ev=9.6 relative_energy_ev=2.715
O -0.2348 0.4964 1.1430 0.0 0.0 0.1
N -1.4716 -0.3674 -0.5002 0.0 0.1 -0.2
C -1.0690 -0.5834 0.9049 -0.1 -0.2 0.1
C 1.6285 0.1769 -0.3980 0.1 0.0 0.0
C 0.2931 0.8823 -0.1507 0.2 0.1 -0.2
C -0.7257 0.4574 -1.1947 -0.1 -0.3 0.5
H -0.5485 -1.5531 0.9827 -0.1 0.1 0.0
H 0.4234 1.9689 -0.1254 0.0 -0.2 0.0
H -1.9267 -0.5814 1.5850 0.1 0.1 -0.1
H -2.2541 -0.8795 -0.8854 0.1 0.1 -0.1
H 2.3043 0.3662 0.4412 -0.1 0.0 -0.1
H 2.0989 0.5241 -1.3217 -0.1 0.0 0.1
H 1.4821 -0.9073 -0.4806 0.0 0.2 0.0

34
Properties=species:S:1:pos:R:3:forces:R:3 method="wB97M-V/def2-TZVPD" homo_ev=-8.477 energy_ha=-921.6179 gap_ev=9.3 relative_energy_ev=0.663
S -0.5651 0.3367 -0.5522 -1.2 -2.0 1.3
O -0.3684 -0.1252 -2.1884 0.2 0.7 0.0
N -0.5273 -0.9802 0.3931 -0.2 1.8 -1.8
C 2.3178 1.7558 -0.8680 0.1 -0.3 -2.5
C 0.8170 -1.3225 0.7801 0.9 1.3 1.6
C 0.7572 -2.1549 2.0560 -0.8 0.4 0.8
C -2.7089 0.7654 1.1866 3.4 -1.4 0.9
C -2.8318 1.8045 -1.1484 0.3 0.0 -2.9
C 1.6870 -0.0601 0.9927 -0.6 2.4 -0.3
C 3.2106 -0.1109 0.9297 -0.7 -1.9 -0.3
C -2.4466 0.6119 -0.2944 1.3 -1.5 -0.9
C -0.6749 -1.4889 -2.5483 -0.1 0.2 0.1
C 2.4103 0.3413 -0.2727 -0.2 1.2 -1.9
H 3.2015 2.1325 -1.5533 -1.7 -1.1 1.3
H -2.0229 1.5276 1.5638 -0.1 0.4 0.1
H -2.6019 1.5834 -2.3230 -1.2 0.1 2.6
H -3.9129 2.1757 -0.9691 2.0 -0.4 -0.4
H -3.6668 1.0370 1.4569 -2.2 0.6 0.1
H 1.5520 -1.8290 2.7526 -0.3 -0.5 -0.3
H 1.3735 -1.8490 -0.0025 -0.1 -0.4 0.0
H -2.6544 -0.4266 -0.6290 -1.0 0.8 -0.1
H -0.2676 -2.1046 -1.7246 -0.2 -0.2 -0.8
H 0.8492 -3.1780 1.7700 0.3 -1.0 0.2
H -0.2372 -2.0887 2.5935 1.1 0.3 -0.7
H -1.7659 -1.5052 -2.4931 0.0 -0.8 -0.5
H -2.0154 2.5640 -1.0535 -1.2 0.1 0.7
H 2.1833 2.4488 -0.1248 0.2 1.9 2.2
H -0.2773 -1.7680 -3.6020 -0.5 0.8 2.0
H 1.1869 0.9173 1.4428 1.0 -2.4 -0.4
H 2.2013 -0.2971 -1.1668 0.9 -0.4 1.2
H -2.4021 -0.1440 1.8041 -0.6 1.0 -1.2
H 3.8945 0.3976 1.6167 -0.5 0.5 -0.6
H 1.3157 1.9199 -1.4261 1.8 -0.7 0.3
H 3.5101 -1.1644 0.8014 0.2 0.5 0.2

21
Properties=species:S:1:pos:R:3:forces:R:3 method="wB97M-V/def2-TZVPD" homo_ev="-5.744 / -9.134" energy_ha=-594.8134 gap_ev="6.6 / 7.5" relative_energy_ev=2.032 s2=2.007 spin_multiplicity=3
P -2.0874 -0.7695 -0.0582 -1.9 -1.3 -1.2
N 0.1564 -0.7442 -0.5688 0.1 -3.0 -0.2
C 2.3092 -0.2650 0.0490 0.2 -0.7 0.3
C 0.8679 0.0521 0.3595 -0.3 -0.2 0.2
C 0.5513 -0.4486 1.7692 -1.5 -0.5 3.4
C 0.4288 1.5333 0.0732 1.0 -2.3 -0.2
C -2.6549 0.3231 -1.4210 1.4 -1.7 -1.9
H 1.2645 -1.3065 2.0618 -0.9 1.5 -0.3
H -1.7957 0.8598 -1.8653 -0.4 0.3 0.6
H -3.3673 0.8867 -0.9268 -1.4 1.9 0.3
H 0.9870 2.1628 0.7330 0.1 0.8 0.2
H -0.6398 1.5726 0.2121 -0.2 0.4 0.1
H -0.5437 -0.9339 1.9201 2.6 1.5 -0.5
H -3.0776 -0.2015 -2.3157 0.0 0.2 1.1
H 0.6819 1.6615 -0.9800 -0.1 0.6 0.1
H 2.5592 -1.3467 0.1617 -0.3 0.8 0.3
H 0.6032 0.4662 2.5682 0.1 -2.3 -1.8
H -2.0059 -1.9695 -0.8971 0.1 0.5 0.8
H 0.3685 -1.8128 -0.4591 0.0 2.4 -0.2
H 2.9997 0.3578 0.5568 0.8 0.5 0.7
H 2.3945 -0.0778 -0.9729 0.6 0.5 -1.9

26
Properties=species:S:1:pos:R:3:forces:R:3 method="wB97M-V/def2-TZVPD" homo_ev="3.921 / -0.295" energy_ha=-614.4405 gap_ev="2.0 / 6.2" relative_energy_ev=1.557 s2=0.758 charge=-2 spin_multiplicity=2
O 0.6181 3.3591 -0.7592 -0.2 0.1 -0.4
O -0.8634 -1.6962 -1.9317 -0.7 0.4 0.1
O -0.0860 1.3098 -1.3416 -0.7 0.5 -0.5
C 1.0282 -1.1101 -0.5672 0.7 -0.3 0.2
C -1.7285 3.0323 -0.8151 0.3 -2.8 -0.3
C -0.2672 2.5078 -1.0466 0.6 0.5 0.6
C -0.1529 -1.7764 -0.7336 1.1 -0.4 0.2
C 1.8902 -1.3974 0.5414 -1.4 -0.3 -0.7
C -0.5456 -2.7775 0.2061 -0.6 -0.9 -0.2
C 2.2188 -2.4376 2.7504 -1.3 0.0 1.2
C -2.1475 4.2842 -1.5949 1.9 -0.2 1.5
C 0.2947 -3.1409 1.2771 0.7 1.5 -0.8
C 1.4316 -2.3741 1.4813 1.2 0.2 0.5
H 1.5500 -3.0488 3.4055 1.3 -0.1 0.1
H 0.0475 -4.0375 1.8270 0.0 0.1 0.6
H -2.4630 3.9253 -2.5745 -0.9 0.7 0.2
H -1.7965 2.8828 0.2861 -0.2 1.4 -0.4
H 2.3146 -1.4604 3.2734 -0.6 0.1 -0.4
H -1.0919 -0.7611 -2.0201 0.2 0.2 -0.1
H -1.3717 -3.4442 0.0000 -0.3 0.1 -0.3
H -1.2902 4.9529 -1.7306 0.4 -0.4 -0.2
H -2.3633 2.1758 -1.1296 0.1 0.5 -0.1
H 2.7953 -0.8241 0.6438 0.1 0.1 0.4
H 3.2792 -2.6716 2.6974 0.3 -1.0 -0.2
H -2.6933 4.8876 -0.8865 -1.6 0.2 -0.6
H 1.3927 -0.3599 -1.2583 -0.4 -0.2 -0.2

16
Properties=species:S:1:pos:R:3:forces:R:3 method="wB97M-V/def2-TZVPD" homo_ev=-7.865 energy_ha=-271.4899 gap_ev=6.0 relative_energy_ev=7.148
O 0.6929 1.8082 -0.8106 0.0 0.0 -0.3
C -0.6197 0.1151 0.9653 1.2 0.3 -0.1
C 1.1596 -0.7413 -0.8506 0.0 -0.6 -1.8
C -1.5991 0.0089 1.8563 0.4 -0.7 -0.6
C 0.3331 -0.9686 0.4308 -1.4 -1.2 2.8
C -0.1531 -0.6513 -1.4457 3.4 1.4 -1.7
H -0.3726 -1.3059 -2.2837 -1.0 -0.8 0.7
H -0.4875 0.3933 -1.3582 -0.5 0.1 0.4
H -0.1231 -1.9619 0.4964 0.1 -0.2 -0.3
H -1.9858 0.8740 2.3832 -0.2 -0.1 -0.4
H 1.1097 -1.0357 1.2311 -0.2 0.1 -0.5
H 1.8199 -1.5909 -1.0728 -0.7 -0.2 -0.1
H 1.7658 0.1634 -0.9455 -0.7 0.6 0.9
H -2.0150 -0.9783 2.0605 0.1 0.2 0.5
H 0.4614 2.6909 -0.5102 0.0 0.2 -0.2
H -0.1444 0.9853 0.4939 -0.5 1.0 0.8